No. 1
This record from the Open Molecules 2025 dataset describes a structure of composition C20H22N11PRu. The level of theory is wB97M-V/def2-TZVPD.

Results
relative energy (zero: lowest compared OMol25 entry of this formula, charge and spin)	0.0	kcal per mole
2S+1	1
frontier orbital gap (alpha / beta)	6.14 / 6.14	eV
E_HOMO (alpha / beta)	-15.13 / -15.13	eV
net charge	+2

Positions of all 55 atoms, in Å:
Ru -0.0780 -0.5837 0.6330
N 1.8586 -2.7706 2.3803
C 1.8459 -2.8687 1.0113
N 2.5418 -3.7342 0.3009
N 2.2087 -3.4932 -0.9678
N 1.3631 -2.5223 -1.0531
N 1.1076 -2.0991 0.2073
C 1.1104 -1.8668 3.0491
N 1.0452 -1.6752 4.3297
N 0.1551 -0.6443 4.4968
N -0.3007 -0.2088 3.4057
N 0.3005 -0.9519 2.3991
H 2.4355 -3.4135 2.9089
C -2.9648 -3.8753 -2.5217
C -2.6949 -2.7361 -1.6134
C -3.5846 -1.8292 -1.0016
C -2.8164 -0.9338 -0.3050
N -1.4929 -1.2615 -0.4778
N -1.4680 -2.3806 -1.2552
C -3.1942 0.2384 0.5316
H -3.9348 -4.3114 -2.2943
H -2.1972 -4.6432 -2.4419
H -2.9914 -3.5208 -3.5544
H -4.6590 -1.8472 -1.0709
H -0.5616 -2.7465 -1.5521
H -4.2660 0.2414 0.7142
H -2.9453 1.1682 0.0148
H -2.7015 0.2198 1.5098
C 3.1218 0.3307 -0.3411
P 1.4606 0.9610 -0.1409
C 0.7008 1.4501 -1.6662
C 0.1513 2.7266 -1.8332
C -0.3957 3.0692 -3.0570
C -0.4050 2.1482 -4.0984
C 0.1439 0.8805 -3.9337
C 0.7015 0.5220 -2.7208
C 1.2840 2.0982 1.2023
C 2.3505 2.3934 2.0564
C 2.1129 3.1558 3.1881
C 0.8292 3.6011 3.4765
C -0.2376 3.2958 2.6377
C -0.0166 2.5440 1.5002
H 3.7713 1.1476 -0.6632
H 3.1152 -0.4424 -1.1108
H 3.4844 -0.0899 0.5964
H 0.1809 3.4519 -1.0309
H -0.8030 4.0598 -3.2053
H -0.8319 2.4260 -5.0530
H 0.1514 0.1805 -4.7581
H 1.1479 -0.4593 -2.5979
H 3.3506 2.0390 1.8445
H 2.9312 3.4030 3.8504
H 0.6585 4.1918 4.3665
H -1.2332 3.6456 2.8727
H -0.8462 2.3199 0.8355

Want to see where the charge sits? The natural (NBO) charges in e are: 0.909, -0.542, 0.449, -0.279, 0.005, -0.198, -0.356, 0.498, -0.298, 0.060, -0.100, -0.335, 0.473, -0.674, 0.328, -0.301, 0.248, -0.316, -0.327, -0.685, 0.270, 0.257, 0.271, 0.273, 0.464, 0.282, 0.247, 0.242, -0.980, 1.376, -0.387, -0.181, -0.193, -0.124, -0.187, -0.210, -0.478, -0.105, -0.192, -0.122, -0.168, -0.208, 0.295, 0.294, 0.279, 0.239, 0.251, 0.249, 0.247, 0.245, 0.226, 0.253, 0.252, 0.247, 0.217

---

No. 2
This record from the Open Molecules 2025 dataset describes the molecule C20H22N2O3. The level of theory is wB97M-V/def2-TZVPD.

Results
relative energy (zero: lowest compared OMol25 entry of this formula, charge and spin)	19.4	kcal per mole
2S+1	1
frontier orbital gap	9.41	eV
E_HOMO	-8.69	eV
structure (SMILES)	O=C(CCc1ccccc1)Nc1ccccc1C(=O)N1CCOCC1

Positions of all 47 atoms, in Å:
O -0.6906 -0.0077 -1.8197
C -1.3295 -0.3354 -0.8414
C -2.7617 0.0957 -0.6068
C -2.8262 1.0948 0.5660
C -2.6833 0.4128 1.8979
C -3.7367 -0.3278 2.4235
C -3.5994 -0.9897 3.6308
C -2.4044 -0.9205 4.3276
C -1.3518 -0.1813 3.8142
C -1.4899 0.4843 2.6082
N -0.8330 -1.1338 0.1403
C 0.5066 -1.4952 0.3249
C 0.7844 -2.7413 0.8806
C 2.0883 -3.1376 1.1027
C 3.1342 -2.2899 0.7749
C 2.8650 -1.0453 0.2366
C 1.5574 -0.6335 -0.0010
C 1.2966 0.7895 -0.3907
O 0.6511 1.5156 0.3519
N 1.9150 1.2502 -1.4956
C 2.5037 0.4400 -2.5376
C 1.6942 0.5967 -3.8340
O 1.5806 1.9504 -4.2092
C 0.9263 2.6828 -3.1962
C 1.7280 2.6313 -1.8940
H -3.1168 0.5770 -1.5189
H -3.3908 -0.7723 -0.3977
H -3.7875 1.6122 0.5230
H -2.0290 1.8296 0.4434
H -4.6734 -0.3812 1.8852
H -4.4268 -1.5589 4.0298
H -2.2970 -1.4382 5.2695
H -0.4185 -0.1222 4.3547
H -0.6664 1.0509 2.1999
H -1.4748 -1.4586 0.8496
H -0.0364 -3.3931 1.1436
H 2.2890 -4.1055 1.5366
H 4.1551 -2.5919 0.9524
H 3.6754 -0.3653 0.0180
H 2.5119 -0.6081 -2.2428
H 3.5317 0.7850 -2.7065
H 2.1966 0.0883 -4.6587
H 0.6972 0.1661 -3.6775
H 0.8404 3.7079 -3.5600
H -0.0727 2.2617 -3.0173
H 1.2007 3.1470 -1.0910
H 2.7129 3.0865 -2.0486

Want to see where the charge sits? The natural (NBO) charges in e are: -0.638, 0.713, -0.486, -0.423, -0.043, -0.184, -0.228, -0.225, -0.198, -0.229, -0.641, 0.256, -0.239, -0.194, -0.228, -0.172, -0.178, 0.710, -0.665, -0.429, -0.243, -0.088, -0.526, -0.083, -0.254, 0.236, 0.216, 0.219, 0.239, 0.200, 0.212, 0.213, 0.214, 0.254, 0.418, 0.213, 0.217, 0.217, 0.219, 0.229, 0.193, 0.190, 0.198, 0.192, 0.186, 0.247, 0.194

---

No. 3
This record from the Open Molecules 2025 dataset describes the molecule C20H22N2O5S at a distorted geometry. The level of theory is wB97M-V/def2-TZVPD.

Results
relative energy (zero: lowest compared OMol25 entry of this formula, charge and spin)	28.5	kcal per mole
2S+1	1
frontier orbital gap	8.24	eV
E_HOMO	-8.18	eV
structure (SMILES)	COc1ccc2[nH]c(=O)c(CN(CCO)S(=O)(=O)c3ccc(C)cc3)cc2c1

Positions of all 50 atoms, in Å:
C -6.8925 -1.3479 -0.2780
O -6.5774 -0.0333 0.1155
C -5.2742 0.3516 0.1052
C -5.0360 1.6779 0.5059
C -3.7629 2.1880 0.5367
C -2.6784 1.3876 0.1664
N -1.3959 1.8667 0.1751
C -0.2647 1.1629 -0.1760
O 0.8231 1.7132 -0.1669
C -0.5087 -0.2255 -0.5603
C 0.6989 -1.0612 -0.8719
N 1.3185 -1.5023 0.3698
C 0.6710 -2.6013 1.0637
C 1.1064 -3.9949 0.5594
O 1.1547 -4.0915 -0.8412
S 2.9889 -1.6308 0.2661
O 3.4475 -2.1580 1.5179
O 3.3543 -2.3577 -0.9314
C 3.4906 0.0682 0.1069
C 3.3548 0.8913 1.2071
C 3.7135 2.2206 1.1013
C 4.2001 2.7312 -0.0984
C 4.5474 4.1829 -0.2147
C 4.3355 1.8805 -1.1891
C 3.9816 0.5466 -1.0908
C -1.7641 -0.7256 -0.5925
C -2.9024 0.0594 -0.2336
C -4.2083 -0.4476 -0.2603
H -6.5935 -1.5390 -1.3135
H -6.4238 -2.0867 0.3795
H -7.9750 -1.4280 -0.1953
H -5.8845 2.2806 0.7867
H -3.5923 3.2088 0.8447
H -1.2450 2.8310 0.4480
H 1.4405 -0.4432 -1.3820
H 0.4255 -1.9092 -1.5088
H 0.9344 -2.5191 2.1203
H -0.4070 -2.4672 0.9530
H 0.3806 -4.7400 0.8997
H 2.0849 -4.2291 0.9928
H 1.9666 -3.6433 -1.1369
H 2.9717 0.4748 2.1246
H 3.6063 2.8760 1.9530
H 3.6420 4.7579 -0.4083
H 4.9879 4.5522 0.7085
H 5.2409 4.3558 -1.0337
H 4.7137 2.2663 -2.1247
H 4.0829 -0.1309 -1.9249
H -1.9295 -1.7488 -0.9029
H -4.3488 -1.4701 -0.5721

Want to see where the charge sits? The natural (NBO) charges in e are: -0.253, -0.491, 0.288, -0.219, -0.236, 0.240, -0.577, 0.631, -0.632, -0.110, -0.264, -0.675, -0.252, -0.092, -0.744, 2.319, -0.939, -0.974, -0.351, -0.132, -0.206, 0.008, -0.631, -0.170, -0.181, -0.123, -0.124, -0.263, 0.177, 0.176, 0.203, 0.230, 0.213, 0.412, 0.241, 0.223, 0.223, 0.207, 0.181, 0.183, 0.495, 0.233, 0.213, 0.227, 0.219, 0.217, 0.206, 0.238, 0.218, 0.220

---

No. 4
This record from the Open Molecules 2025 dataset describes a structure of composition C20H22N3PtSSbSe4 at a distorted geometry. The level of theory is wB97M-V/def2-TZVPD.

Results
relative energy (zero: lowest compared OMol25 entry of this formula, charge and spin)	47.5	kcal per mole
2S+1	1
frontier orbital gap	4.23	eV
E_HOMO	-0.15	eV
net charge	-2

Positions of all 52 atoms, in Å:
Pt 1.6345 -0.4496 1.0333
C -1.0209 -3.7798 1.4231
C -2.2662 -3.1535 1.3072
C -2.3323 -1.7696 1.2536
C -1.1640 -1.0143 1.2515
C 0.0909 -1.6399 1.2913
C 0.1454 -3.0342 1.4414
C -1.1231 0.4497 1.2094
C -2.2643 1.2898 1.2427
C -2.1253 2.6328 1.2013
C -0.8399 3.1956 1.1341
C -0.6133 4.5935 1.1137
C 0.6506 5.0841 1.0523
C 1.7563 4.1963 0.9892
C 1.5690 2.8491 0.9966
C 0.2650 2.3093 1.0880
N 0.0828 0.9399 1.1276
H -0.9668 -4.8628 1.4930
H -3.1759 -3.7426 1.2801
H -3.3053 -1.2822 1.2225
H 1.0983 -3.5197 1.5523
H -3.2487 0.8390 1.3098
H -2.9946 3.2835 1.2260
H -1.4634 5.2680 1.1621
H 0.8135 6.1554 1.0615
H 2.7647 4.5840 0.9509
H 2.4121 2.1881 0.9293
Se 4.0338 2.3341 3.3084
Sb 3.2213 -0.1817 3.3550
Se 0.9924 -0.0754 4.4066
Se 3.5961 -1.6001 0.6847
Se 5.2915 1.8921 5.1883
C 1.3952 -3.9814 -3.1792
C 1.0950 -3.3475 -1.8226
N -0.0449 -2.4309 -1.8798
C 0.0924 -1.1057 -2.1406
S 1.5242 -0.4209 -2.6545
N -1.0666 -0.3912 -1.9456
C -1.1332 1.0664 -2.0331
C -1.4331 1.5559 -3.4472
H 2.2373 -4.6784 -3.0895
H 1.6650 -3.2025 -3.8947
H 0.5243 -4.5275 -3.5593
H 1.9655 -2.8009 -1.4633
H 0.8521 -4.1179 -1.0911
H -0.8465 -2.6926 -1.3210
H -1.7348 -0.8221 -1.3258
H -0.1830 1.4796 -1.7039
H -1.9123 1.4012 -1.3480
H -0.6298 1.2475 -4.1171
H -1.5022 2.6507 -3.4599
H -2.3792 1.1395 -3.8105

Want to see where the charge sits? The natural (NBO) charges in e are: 0.492, -0.211, -0.280, -0.225, -0.109, -0.050, -0.268, 0.218, -0.250, -0.145, -0.120, -0.192, -0.214, -0.184, -0.195, 0.261, -0.456, 0.199, 0.197, 0.194, 0.238, 0.209, 0.202, 0.195, 0.201, 0.226, 0.250, -0.476, 0.728, -0.956, -0.768, -0.694, -0.614, -0.238, -0.616, 0.311, -0.269, -0.632, -0.228, -0.613, 0.200, 0.224, 0.184, 0.263, 0.194, 0.391, 0.389, 0.228, 0.197, 0.227, 0.198, 0.188